# 1
{"formula": "C37H38BrCrN6O2", "method": "ωB97M-V/def2-TZVPD", "spin_multiplicity": 4, "orbital_gap_ev": [6.5, 6.6], "charge": 2, "homo_energy_ev": [-13.014, -12.990], "elements": ["Cr", "N", "C", "C", "C", "C", "C", "C", "C", "C", "C", "C", "C", "C", "N", "C", "C", "C", "C", "N", "H", "H", "H", "H", "H", "H", "H", "H", "H", "H", "Br", "C", "C", "C", "N", "C", "C", "H", "H", "H", "H", "C", "N", "C", "C", "C", "N", "C", "C", "O", "H", "H", "H", "H", "H", "H", "H", "H", "H", "H", "H", "H", "C", "C", "C", "C", "C", "C", "C", "O", "C", "C", "C", "H", "H", "H", "H", "H", "H", "H", "H", "H", "H", "H", "H"], "coordinates": [[0.027120, -0.091864, 0.694561], [6.937914, -0.240086, 8.269132], [6.148982, -0.225991, 7.434538], [5.172821, -0.196810, 6.386000], [4.298756, -1.266185, 6.207616], [3.362255, -1.226384, 5.189108], [3.300974, -0.127430, 4.338104], [4.172058, 0.944337, 4.523346], [5.101703, 0.914715, 5.546381], [2.310239, -0.080903, 3.233275], [0.973969, 0.143944, 3.548871], [0.436420, 0.381790, 4.834131], [-0.887277, 0.739159, 4.661489], [-1.118415, 0.723976, 3.283297], [-0.021769, 0.363002, 2.596160], [2.788151, -0.211894, 1.920894], [4.134349, -0.319032, 1.524657], [4.148280, -0.410582, 0.139594], [2.821785, -0.391369, -0.268793], [1.979014, -0.278842, 0.785730], [4.354352, -2.121112, 6.867144], [2.682048, -2.057271, 5.049501], [4.109003, 1.810060, 3.876099], [5.773020, 1.747476, 5.704226], [0.985077, 0.306780, 5.759076], [-1.602007, 0.997882, 5.425029], [-2.030993, 0.987303, 2.770706], [4.984422, -0.306379, 2.185954], [5.015536, -0.499214, -0.493601], [2.465294, -0.475601, -1.282573], [-2.710681, -6.129220, 1.124694], [-1.895940, -4.444349, 1.146989], [-2.592446, -3.326449, 1.594819], [-1.976574, -2.095356, 1.549637], [-0.726707, -1.926845, 1.091216], [-0.040658, -3.017300, 0.708809], [-0.582439, -4.282779, 0.718394], [-3.600302, -3.416364, 1.973746], [-2.494756, -1.210997, 1.884926], [0.984445, -2.855868, 0.396721], [0.008694, -5.130848, 0.403281], [-3.436024, -0.685769, -1.471550], [-3.469198, 0.749419, -1.254423], [-4.456722, 1.491959, -2.039352], [-4.950025, 2.684371, -1.245727], [-3.754998, 3.515613, -0.829814], [-2.756533, 2.676736, -0.165507], [-1.824040, 3.370106, 0.713895], [-2.687911, 1.343785, -0.333336], [-1.884601, 0.648969, 0.365299], [-4.409162, -1.126555, -1.246934], [-2.690284, -1.140865, -0.828000], [-3.193213, -0.899688, -2.515263], [-5.279865, 0.813465, -2.260427], [-4.017221, 1.806183, -2.990974], [-5.490306, 2.335735, -0.363579], [-5.630336, 3.285839, -1.845662], [-4.058159, 4.292405, -0.128177], [-3.304998, 4.001829, -1.700119], [-2.270411, 3.570921, 1.689433], [-1.554395, 4.320699, 0.255471], [-0.920589, 2.785003, 0.847919], [0.353331, 0.968780, -7.604390], [0.277994, 0.480567, -6.196145], [0.202382, -0.884455, -5.915749], [0.138199, -1.360013, -4.625066], [0.133789, -2.847381, -4.395244], [0.136057, -0.423578, -3.548298], [0.012090, -0.940388, -2.236580], [0.092166, -0.299878, -1.165417], [0.227131, 0.980870, -3.821653], [0.246681, 2.028904, -2.745134], [0.296864, 1.389444, -5.133548], [0.277055, 0.148789, -8.314045], [1.301202, 1.485905, -7.767266], [-0.441333, 1.688654, -7.805385], [0.200691, -1.585047, -6.741470], [0.067792, -3.372291, -5.344596], [-0.701031, -3.178362, -3.775992], [1.059995, -3.157071, -3.907223], [-0.167802, -2.017272, -2.149997], [-0.621163, 1.950549, -2.089799], [0.246739, 3.020722, -3.193576], [1.141244, 1.936640, -2.126427], [0.363192, 2.448674, -5.353064]], "forces_ev_per_angstrom": [[-0.9179, 0.0226, 0.9704], [-0.0593, -0.0098, -0.0500], [0.1789, -0.0222, 0.2057], [-0.1687, 0.0709, -0.1967], [0.0393, 0.0061, 0.0350], [-0.0585, 0.0002, -0.0385], [0.0738, 0.0464, 0.0713], [-0.0371, -0.0051, -0.0097], [0.0157, -0.0512, 0.0534], [-0.1230, -0.0017, -0.1535], [0.2210, 0.0673, 0.0950], [-0.0717, -0.0254, -0.0814], [0.0719, -0.0240, 0.0638], [-0.0868, 0.0688, 0.0226], [-0.1289, 0.2218, 0.2777], [0.1937, -0.1965, 0.1337], [-0.1971, 0.0871, -0.0485], [0.0846, -0.0732, 0.0859], [0.1473, -0.1250, -0.0771], [-0.1478, 0.1658, 0.0267], [0.0124, -0.0011, -0.0051], [0.0081, -0.0003, 0.0001], [0.0180, -0.0133, -0.0112], [0.0034, -0.0044, -0.0132], [-0.0081, 0.0291, -0.0030], [0.0024, 0.0176, -0.0237], [0.0082, -0.0571, -0.0378], [0.0014, -0.0293, 0.0196], [-0.0495, 0.0172, -0.0401], [-0.0523, 0.0611, 0.0425], [0.1154, 0.1915, 0.0290], [-0.0147, 0.0360, 0.0186], [0.0006, -0.1730, 0.0110], [-0.0136, 0.0403, 0.1011], [0.0998, -0.2091, -0.2505], [0.1825, 0.0674, -0.0193], [-0.0573, -0.1558, 0.0312], [-0.0032, 0.0341, -0.0082], [-0.0072, 0.0748, -0.0364], [-0.0296, 0.0144, -0.0391], [0.0110, 0.0255, -0.0147], [0.0792, -0.0784, 0.0347], [-0.0503, -0.0320, 0.1047], [-0.0624, 0.1084, 0.0280], [0.1194, -0.0277, -0.0272], [-0.1590, -0.0310, -0.0597], [0.1176, -0.1828, 0.0379], [-0.0435, 0.0051, -0.0144], [0.0240, 0.1930, -0.2562], [0.6222, -0.1784, 0.4047], [0.0002, 0.0205, -0.0109], [-0.0036, 0.0091, -0.0483], [-0.0118, 0.0125, 0.0035], [0.0273, -0.0227, -0.0204], [0.0020, -0.0137, 0.0037], [-0.0271, 0.0273, 0.0014], [-0.0102, -0.0076, 0.0035], [0.0516, 0.0153, 0.0056], [0.0329, 0.0374, 0.0313], [0.0144, -0.0231, 0.0036], [-0.0116, -0.0023, -0.0156], [0.0324, 0.0039, 0.0586], [0.0311, -0.0065, -0.0179], [-0.0082, -0.1066, 0.1046], [0.0020, 0.0504, -0.1309], [-0.0219, 0.0252, 0.1885], [0.0037, -0.0079, -0.0062], [-0.0218, 0.3037, -0.0548], [0.0119, -0.2651, -0.0409], [0.0467, 0.1973, -1.5190], [-0.0010, -0.1247, 0.0484], [0.0246, 0.0036, -0.0144], [-0.0424, 0.0161, 0.0023], [0.0009, 0.0335, -0.0342], [-0.0057, -0.0044, -0.0200], [-0.0037, -0.0053, 0.0006], [0.0130, -0.0207, 0.0239], [0.0036, -0.0076, 0.0046], [-0.0237, -0.0165, -0.0490], [-0.0178, -0.0602, -0.0134], [0.0312, 0.0286, 0.0367], [-0.0209, -0.0234, 0.0411], [0.0199, -0.0223, -0.0022], [-0.0239, 0.0011, 0.0433], [0.0018, -0.0093, 0.0039]], "mulliken_spin": [3.112, 0.000, 0.000, 0.000, 0.000, -0.001, 0.001, -0.001, 0.000, 0.039, -0.010, 0.026, 0.002, 0.019, -0.134, 0.023, 0.024, 0.001, 0.014, -0.083, 0.000, 0.000, 0.000, 0.000, 0.001, 0.001, -0.002, 0.001, 0.000, 0.002, 0.002, 0.012, -0.005, 0.041, -0.074, 0.029, -0.008, 0.000, -0.007, -0.006, -0.001, 0.001, 0.004, 0.001, 0.000, 0.001, 0.002, -0.004, 0.003, 0.002, 0.000, 0.004, 0.000, 0.000, 0.000, 0.000, 0.000, 0.000, 0.000, 0.000, 0.000, 0.000, 0.000, 0.008, -0.001, 0.007, -0.001, -0.011, 0.007, -0.061, 0.010, 0.000, 0.000, 0.000, 0.001, 0.001, 0.000, 0.000, 0.001, 0.001, 0.006, -0.001, 0.000, 0.001, 0.000]}

---

# 2
{"formula": "C5H12N2", "method": "ωB97M-V/def2-TZVPD", "orbital_gap_ev": 9.7, "homo_energy_ev": -8.571, "elements": ["N", "C", "C", "C", "C", "C", "N", "H", "H", "H", "H", "H", "H", "H", "H", "H", "H", "H", "H"], "coordinates": [[-1.293155, -0.428255, 0.265953], [-1.668420, 0.682918, 1.102947], [-0.625219, 1.792217, 0.830003], [0.589105, 1.049604, 0.329931], [-0.056199, -0.184173, -0.454124], [0.770168, -1.480079, -0.670051], [2.033667, -1.310042, -1.324391], [-2.006234, -0.659334, -0.411393], [-2.660757, 1.182046, 0.954111], [-1.514119, 0.381498, 2.140709], [-0.412346, 2.418081, 1.713699], [-0.944146, 2.472501, 0.031271], [1.210750, 1.576554, -0.425793], [1.308739, 0.664793, 1.062125], [-0.325046, 0.237827, -1.429374], [0.789882, -1.913805, 0.347120], [0.040121, -2.135821, -1.152338], [2.442559, -2.220186, -1.501051], [2.630366, -0.794785, -0.686547]], "forces_ev_per_angstrom": [[-0.7146, -1.1187, -0.6265], [0.4822, 1.7385, 0.6105], [0.3743, 0.4692, 0.1793], [0.9947, -1.7419, -1.7397], [0.7667, 1.6566, -0.1875], [-2.1026, 0.5086, 1.8640], [-0.0809, 0.0660, -0.2027], [-0.1716, -0.0588, 0.2304], [0.4815, -1.1593, 0.0840], [-0.5908, 0.0873, 0.1790], [-0.1717, -0.2887, -0.2845], [-0.1828, -0.1408, 0.1319], [-0.4448, 0.0832, 0.6061], [-0.4122, 0.1657, 0.4005], [0.2967, -0.1236, -0.3213], [0.4881, -0.0168, -0.0453], [0.5597, -0.1617, -0.6886], [0.1848, 0.1827, 0.0296], [0.2434, -0.1473, -0.2191]], "lowdin_charge": [-0.050, -0.223, -0.199, -0.156, -0.347, -0.281, 0.006, 0.109, 0.123, 0.101, 0.110, 0.106, 0.112, 0.106, 0.132, 0.110, 0.108, 0.068, 0.066]}

---

Number 1: E_tot -150474.558 eV. Number 2: E_tot -8359.180 eV.